{
  "formula": "C2H9O2",
  "method": "ωB97M-V/def2-TZVPD",
  "total_charge": 1,
  "lumo_ev": -4.4791,
  "homo_ev": -16.51,
  "relative_energy_kcal_mol": 38.6,
  "fmax_ev_per_a": 3.93,
  "spin_multiplicity": 1,
  "gap_ha": 0.4421,
  "species": ["C", "O", "H", "O", "C", "H", "H", "H", "H", "H", "H", "H", "H"],
  "coordinates": [[1.223, -0.120, 0.416], [0.452, 1.164, 0.521], [1.376, -1.581, -1.270], [-2.263, 0.079, 0.027], [0.958, -0.614, -0.967], [-0.880, 0.380, 0.330], [1.310, 0.045, -1.757], [0.888, -0.755, 1.229], [0.357, 1.554, 1.403], [-2.895, 0.742, -0.294], [2.254, 0.166, 0.661], [-0.120, -0.753, -1.119], [-2.660, -0.308, 0.822]],
  "nbo_charge": [-0.074, -0.702, 0.270, -0.881, -0.666, 0.578, 0.251, 0.191, 0.523, 0.546, 0.223, 0.210, 0.530]
}